No. 1
{"formula": "C30H29N4OPPtS2", "method": "wB97M-V/def2-TZVPD", "species": ["Pt", "S", "S", "P", "O", "N", "N", "N", "N", "C", "C", "C", "C", "C", "C", "C", "C", "C", "C", "C", "C", "C", "C", "C", "C", "C", "C", "C", "C", "C", "C", "C", "C", "C", "C", "C", "C", "C", "C", "H", "H", "H", "H", "H", "H", "H", "H", "H", "H", "H", "H", "H", "H", "H", "H", "H", "H", "H", "H", "H", "H", "H", "H", "H", "H", "H", "H", "H"], "positions_angstrom": [[0.07237, -0.81459, 0.16221], [-0.72751, -2.96878, 1.08507], [-2.22615, 2.61335, -2.13556], [2.56285, -0.42893, -0.28559], [0.25492, -0.92906, 3.29827], [0.55428, -0.20776, 2.18297], [-2.96378, -3.29001, 2.46859], [-1.31004, 0.81864, -0.56108], [-3.20180, -2.07103, 0.54641], [1.92891, -0.17929, -3.09920], [5.17701, 0.49588, 0.05197], [2.50748, 2.29186, -0.87617], [2.13229, 1.33048, 0.06557], [6.53918, 0.46909, -0.19856], [-4.96973, -1.95368, 2.20586], [2.28155, 3.64183, -0.66712], [4.87588, -1.37898, -1.44946], [-1.13520, 1.36783, -1.72662], [-2.37325, 1.41322, 0.12054], [-2.43103, -2.73791, 1.39104], [7.06853, -0.47271, -1.07072], [-4.49976, 2.80812, 1.20827], [-4.09430, 3.12349, -0.07225], [-4.65428, -1.91161, 0.72259], [1.36226, 3.13917, 1.48617], [1.15057, -0.51515, -4.19559], [-3.83544, 1.82180, 1.95518], [1.76065, -0.85081, -1.88622], [1.13874, 0.89886, 2.39113], [0.84069, -1.92424, -1.82639], [0.03915, -2.23338, -2.93656], [6.23896, -1.39793, -1.69293], [1.70046, 4.06898, 0.51843], [0.17344, -1.51117, -4.10452], [-3.01185, 2.41940, -0.60215], [4.33966, -0.41350, -0.59409], [-2.77759, 1.11724, 1.42278], [-4.40146, -3.23309, 2.79154], [1.55166, 1.77506, 1.27404], [-4.90258, -4.10981, 2.37935], [1.32733, 1.21140, 3.41471], [6.65475, -2.13645, -2.36566], [2.58841, 4.36099, -1.41569], [0.96289, -2.67797, -1.05920], [-4.59476, 3.89464, -0.64438], [-5.33198, 3.34089, 1.64885], [-0.03174, -1.79429, 2.93915], [-0.64217, -3.07414, -2.88542], [4.23365, -2.10877, -1.92949], [-2.76105, -1.71343, -0.28572], [-4.50416, -3.26113, 3.87304], [-2.24379, 0.36816, 1.99738], [7.18973, 1.18276, 0.28998], [-6.04390, -1.90088, 2.37010], [0.93828, 3.47060, 2.42726], [-0.43644, -1.75047, -4.96639], [-4.50448, -1.09784, 2.69907], [4.77105, 1.22807, 0.73996], [1.53403, 5.12326, 0.69907], [2.68474, 0.58765, -3.20038], [-5.16917, -2.71715, 0.19727], [-4.95260, -0.96653, 0.27312], [8.13373, -0.49303, -1.25935], [-0.36035, 1.06040, -2.41847], [1.30949, -0.00332, -5.13704], [-2.34831, -3.82720, 3.05915], [3.01613, 1.98693, -1.78013], [-4.15507, 1.62600, 2.97205]], "atomic_forces_ev_per_a": [[0.01, -0.01, 0.62], [0.14, 0.26, -0.01], [0.00, 0.06, -0.05], [-0.49, -0.06, -0.17], [-0.12, -0.09, -0.07], [-0.07, 0.40, -0.06], [-0.08, -0.09, 0.07], [-0.07, -0.25, 0.12], [-0.10, 0.02, 0.00], [-0.08, 0.11, 0.04], [-0.01, 0.04, 0.06], [-0.05, -0.02, -0.02], [0.13, -0.01, 0.07], [0.00, 0.02, 0.04], [0.11, 0.00, 0.02], [0.00, 0.04, 0.01], [0.01, 0.00, -0.03], [-0.17, 0.06, -0.14], [0.19, -0.03, 0.12], [-0.10, -0.01, -0.17], [0.00, -0.04, -0.01], [0.04, 0.01, -0.07], [-0.03, 0.00, 0.03], [0.07, 0.01, 0.02], [-0.02, 0.06, 0.02], [-0.04, -0.01, -0.01], [-0.03, -0.01, 0.03], [0.16, -0.15, -0.08], [0.17, 0.03, -0.13], [0.34, -0.16, -0.49], [-0.02, 0.06, 0.05], [0.00, -0.02, 0.01], [0.00, 0.02, 0.00], [0.02, 0.07, -0.02], [0.01, 0.03, -0.11], [-0.07, -0.15, 0.07], [0.02, -0.06, 0.07], [0.10, 0.01, -0.08], [-0.03, -0.11, 0.04], [0.01, -0.03, 0.00], [0.02, -0.02, 0.02], [0.00, 0.02, 0.02], [-0.02, -0.02, 0.01], [-0.09, -0.05, 0.08], [0.03, -0.03, 0.04], [0.02, -0.01, 0.00], [0.00, 0.03, 0.06], [0.03, 0.02, 0.01], [0.01, 0.03, -0.01], [0.03, 0.03, -0.01], [0.05, 0.01, 0.03], [-0.04, 0.01, 0.00], [-0.02, -0.02, -0.01], [0.00, -0.04, -0.02], [0.02, 0.00, -0.03], [0.04, 0.00, 0.01], [-0.08, 0.04, 0.01], [0.01, 0.00, -0.04], [0.01, -0.04, -0.01], [-0.04, -0.01, -0.02], [-0.01, 0.00, -0.05], [0.07, 0.04, 0.02], [-0.01, 0.01, -0.01], [-0.03, -0.04, 0.06], [-0.02, -0.01, 0.03], [0.02, 0.02, 0.03], [0.02, 0.01, 0.05], [0.01, 0.00, -0.06]], "lumo_energy_ev": [-5.29, -7.61], "charge": 2, "energy_ha": -2711.3572, "fmax_ha_per_bohr": 0.0120, "multiplicity": 3, "relative_energy_kj_mol": 136.9}

---

No. 2
{"formula": "C6H13NOS", "method": "wB97M-V/def2-TZVPD", "species": ["S", "O", "N", "C", "C", "C", "C", "C", "C", "H", "H", "H", "H", "H", "H", "H", "H", "H", "H", "H", "H", "H"], "positions_angstrom": [[1.63245, 0.01562, -0.07843], [1.98146, -0.74987, -1.28652], [1.77821, -1.05917, 1.24695], [-2.61138, -0.19041, -0.48972], [-0.70031, -1.94018, -0.32635], [-0.59106, 1.93577, -0.02229], [-0.27557, 0.55518, -0.17077], [2.66920, 1.28200, 0.25022], [-1.09828, -0.45818, -0.33602], [-1.53757, 2.24769, -0.41685], [0.29335, 2.48646, -0.30963], [0.33416, -1.83558, -0.62191], [3.44429, 1.45232, -0.53797], [-3.25710, -1.00989, -0.14625], [-0.69501, -2.30809, 0.72226], [2.58923, -0.87070, 1.79082], [-0.60177, 2.20752, 1.04816], [-2.86972, -0.06781, -1.61147], [1.60661, -2.00581, 0.99568], [2.34749, 2.11511, 0.88603], [-2.92922, 0.65293, 0.23291], [-1.50946, -2.45493, -0.81886]], "atomic_forces_ev_per_a": [[1.25, 1.26, -0.01], [-0.50, 0.59, 0.83], [-1.55, 1.38, -0.88], [-0.33, 0.87, 0.07], [-0.27, 2.15, 1.67], [1.19, 1.79, 1.78], [1.88, -3.09, 0.28], [-0.45, -0.20, -0.69], [-1.88, -1.16, 0.41], [-0.11, 0.19, -0.67], [-0.13, 0.74, -0.91], [-0.18, -1.70, -1.14], [-0.99, -0.38, 0.81], [0.58, -0.23, -0.11], [-0.17, 0.29, -0.41], [0.68, 0.22, 0.08], [-0.33, -0.24, 0.01], [0.28, 0.38, 1.89], [-0.01, -0.75, -0.07], [0.00, -0.56, -0.31], [0.38, -0.86, -1.77], [0.67, -0.68, -0.86]], "lumo_energy_ev": 0.83, "smiles": "C=[S@](N)(=O)C(C)=C(C)C", "energy_ha": -764.4264, "fmax_ha_per_bohr": 0.0705, "relative_energy_kj_mol": 501.1}

---

No. 3
{"formula": "C11H15NO3", "method": "wB97M-V/def2-TZVPD", "species": ["O", "O", "O", "N", "C", "C", "C", "C", "C", "C", "C", "C", "C", "C", "C", "H", "H", "H", "H", "H", "H", "H", "H", "H", "H", "H", "H", "H", "H", "H"], "positions_angstrom": [[-1.15384, -2.47415, -0.63732], [0.44591, -2.63405, 0.86682], [-1.59455, 0.15417, -1.12278], [1.39953, -0.57218, -0.83664], [2.70790, 0.04904, -0.60732], [-0.26519, -2.10303, 0.07443], [0.07455, 0.14380, 1.06854], [-1.10213, 0.75697, 3.11071], [-0.70814, 2.06175, 2.98409], [0.20814, 1.52903, 0.91747], [-2.28773, 0.09981, -2.35839], [-0.26349, 2.49444, 1.77617], [-0.66559, -0.20696, 2.19585], [1.48534, -1.48776, -2.02927], [0.40385, -0.66899, -0.03716], [-2.68794, -0.93370, -2.38982], [3.35937, -0.80545, -0.53266], [-1.63125, 0.47638, 4.06938], [-1.80186, 0.55511, -3.19425], [-1.79767, -0.54726, -0.53647], [2.88540, 0.49758, -1.50196], [-3.18437, 0.84810, -2.41033], [0.68377, 1.70017, -0.05355], [1.44920, -0.69900, -2.82345], [2.78509, 0.80228, 0.21052], [-0.10816, 3.58471, 1.65809], [-0.93002, -1.26730, 2.39197], [2.51171, -1.98413, -2.09447], [0.68700, -2.18740, -1.99003], [-0.90484, 2.81801, 3.83184]], "atomic_forces_ev_per_a": [[-2.55, -0.51, -1.34], [2.20, -1.66, 2.94], [0.78, 2.93, -1.44], [0.80, -0.95, -0.20], [-1.19, -0.25, 1.99], [0.38, 1.70, -1.87], [-0.69, 3.00, 2.17], [0.28, -1.51, 1.75], [-1.83, 1.80, 2.08], [0.83, -0.34, -2.30], [-3.06, 0.34, 1.47], [1.79, 1.23, -0.28], [-1.00, -1.56, 0.64], [1.85, 2.11, 0.06], [-0.29, -2.61, 0.60], [0.33, 0.64, -1.13], [0.66, 0.03, 0.58], [0.68, -0.01, -1.38], [1.51, -0.76, -0.48], [-0.94, -1.50, 0.14], [1.14, 1.70, -2.49], [0.85, -1.35, 0.90], [-0.31, 1.11, 0.36], [-0.29, -1.36, -0.11], [-0.30, -0.99, -0.47], [0.03, -0.91, -0.41], [0.27, 0.82, -0.20], [-1.46, 0.57, 0.36], [-0.61, -0.40, -0.43], [0.15, -1.32, -1.50]], "lumo_energy_ev": -0.04, "energy_ha": -708.5130, "fmax_ha_per_bohr": 0.0784, "relative_energy_kj_mol": 327.1}

---

No. 4
{"formula": "F2H10MnO5", "method": "wB97M-V/def2-TZVPD", "species": ["Mn", "F", "F", "O", "O", "O", "O", "O", "H", "H", "H", "H", "H", "H", "H", "H", "H", "H"], "positions_angstrom": [[0.27044, -0.54572, -0.23156], [-0.57756, -0.49772, 1.61444], [0.95944, -1.00872, -2.18456], [2.28444, -1.15172, 0.77544], [1.51344, 1.18828, -0.56756], [-1.52656, -1.90872, -0.83456], [-1.68656, 1.76828, 1.87944], [-1.25856, 0.89828, -0.93956], [-1.70156, -2.55472, -1.56156], [2.51144, -1.30072, 1.70744], [-1.04256, 2.32628, 2.34744], [-1.23656, 0.95328, 1.83944], [-1.08556, 1.16128, -1.86956], [-1.97856, 1.36728, -0.62256], [-2.20656, -1.68172, -0.20056], [1.90644, 1.96628, -0.20856], [2.07744, 0.82728, -1.25256], [2.77744, -1.80672, 0.30944]], "atomic_forces_ev_per_a": [[-0.46, -0.70, -0.40], [0.48, -0.33, -0.69], [-0.12, 0.45, 1.40], [-0.15, 0.33, 0.92], [-0.34, -0.19, -0.35], [1.14, -0.50, -0.80], [-0.71, 3.01, 0.45], [2.23, -1.01, -2.27], [-0.34, 1.01, 1.37], [-0.44, 0.19, -0.26], [-0.58, -0.07, -0.25], [1.01, -2.67, -0.18], [-0.24, -0.28, 0.89], [-2.07, 1.54, 1.28], [-0.63, -0.59, -0.26], [0.42, 0.72, 0.44], [0.27, -0.13, -0.48], [0.55, -0.77, -0.80]], "lumo_energy_ev": [0.15, 0.12], "energy_ha": -1733.0163, "fmax_ha_per_bohr": 0.0649, "multiplicity": 6, "relative_energy_kj_mol": 0.0}

---

No. 5
{"formula": "C6H7N", "method": "wB97M-V/def2-TZVPD", "species": ["N", "C", "C", "C", "C", "C", "C", "H", "H", "H", "H", "H", "H", "H"], "positions_angstrom": [[-0.48840, -1.25417, 0.22838], [1.51173, 0.27112, 0.77445], [-0.88610, 1.32426, 0.36257], [-1.05840, -0.00592, -0.32378], [1.39476, -0.26345, -0.52326], [0.75039, -0.90118, 0.96059], [0.03405, -0.71116, -1.03085], [-1.11610, 2.14039, -0.32570], [-0.08629, -1.27594, -1.95137], [-1.52044, 1.38408, 1.25080], [1.08234, -1.64155, 1.68519], [2.29680, -0.37981, -1.11802], [-2.05840, -0.20208, -0.70877], [0.14407, 1.51539, 0.71977]], "atomic_forces_ev_per_a": [[0.03, -0.06, 0.18], [0.36, -0.59, -0.14], [0.00, 0.10, 0.05], [-0.09, 0.31, 0.02], [0.31, 0.22, -0.33], [0.04, -0.19, 0.60], [0.06, 0.04, -0.24], [-0.17, -0.07, 0.06], [0.04, 0.11, 0.22], [-0.08, 0.04, -0.17], [-0.19, 0.00, 0.03], [-0.12, 0.09, -0.15], [0.21, 0.00, 0.03], [-0.40, 0.00, -0.15]], "lumo_energy_ev": 0.84, "energy_ha": -287.3493, "fmax_ha_per_bohr": 0.0138, "relative_energy_kj_mol": 624.7}

---

No. 6
{"formula": "C32H42BrNOS2V", "method": "wB97M-V/def2-TZVPD", "species": ["Br", "V", "S", "S", "O", "N", "C", "C", "C", "C", "C", "C", "C", "C", "C", "C", "C", "C", "C", "C", "C", "C", "C", "C", "C", "C", "C", "C", "C", "C", "C", "C", "C", "C", "C", "C", "C", "C", "H", "H", "H", "H", "H", "H", "H", "H", "H", "H", "H", "H", "H", "H", "H", "H", "H", "H", "H", "H", "H", "H", "H", "H", "H", "H", "H", "H", "H", "H", "H", "H", "H", "H", "H", "H", "H", "H", "H", "H", "H", "H"], "positions_angstrom": [[-1.07006, 0.66668, 2.16091], [-0.31326, 0.76509, -0.62628], [1.49588, -0.50419, 0.16755], [0.61329, 0.55981, -2.77058], [-0.06709, 2.54346, 0.03937], [-2.26910, 0.29739, -0.92607], [-1.90122, -1.91892, -0.13099], [-3.15871, 1.33997, -1.45891], [0.50606, 4.96384, 2.66900], [-4.34611, -2.02275, 1.15158], [-3.45924, -3.08321, 1.27085], [4.56091, -1.64232, -2.19402], [0.14953, 4.97748, 5.17715], [2.11951, 4.46979, -0.51729], [2.98232, -0.51279, -3.60202], [-3.58923, 2.35020, -0.38233], [-0.41515, 2.43404, 2.38584], [-0.37295, 4.08075, 6.30026], [-2.75143, -0.79683, -0.23668], [2.13496, -0.28520, -2.51407], [-0.20202, 5.39280, -0.81604], [1.46668, 6.60497, 0.55002], [-0.00161, 3.10199, 1.23445], [-2.36050, 2.10387, -2.52111], [0.48401, 4.42167, 1.39386], [2.51273, -0.75450, -1.24870], [-1.23369, -4.15756, 0.75277], [4.18411, -1.18249, -3.45029], [-0.38350, 2.99260, 3.65203], [1.60535, 5.34702, 5.49202], [-2.22341, -3.02883, 0.62644], [0.96189, 5.21009, 0.17062], [-0.69970, 6.25533, 5.15462], [-4.38562, 0.74687, -2.17219], [-3.99414, -0.89631, 0.41603], [0.08139, 4.28626, 3.81644], [-5.69381, -2.07166, 1.82665], [3.72814, -1.42808, -1.10924], [-0.74294, -4.35960, -0.19975], [4.00941, -1.78370, -0.12505], [-1.71772, -5.07285, 1.09618], [-0.96191, -1.90639, -0.67475], [-1.44592, 2.54141, -2.11155], [0.87677, 5.97195, 2.78899], [2.67951, -0.14816, -4.57625], [-0.32109, 4.61748, 7.25003], [1.82158, 3.48164, -0.85917], [-5.78473, -2.95331, 2.46141], [0.68340, 7.21401, 1.00693], [-2.08286, 1.43881, -3.33932], [-5.16984, 0.42462, -1.49105], [-4.07755, 1.86110, 0.45782], [-6.50057, -2.10235, 1.09026], [2.45992, 5.04630, -1.38155], [-4.81681, 1.49839, -2.83771], [-1.01862, 5.94468, -0.34360], [1.67140, 5.84943, 6.46070], [-1.41234, 3.79398, 6.13247], [-1.74295, 6.01730, 4.93924], [-0.44937, -3.89839, 1.46759], [-2.71435, 2.87877, 0.00260], [5.49924, -2.16713, -2.06035], [2.96076, 4.35891, 0.17095], [2.31547, 6.55666, 1.23553], [0.22262, 3.17149, 6.39765], [-0.35274, 6.95551, 4.39370], [-5.85403, -1.18850, 2.44849], [2.01753, 6.01487, 4.73497], [-0.72537, 2.39986, 4.48770], [-0.58298, 4.43335, -1.15681], [4.82543, -1.34288, -4.30858], [-4.08309, -0.11243, -2.77346], [1.79851, 7.11639, -0.35573], [-0.65279, 6.75945, 6.12312], [2.22870, 4.45178, 5.52247], [-3.73055, -3.95617, 1.85516], [-4.69376, -0.07506, 0.38574], [-2.95616, 2.93061, -2.91618], [0.13558, 5.95998, -1.68747], [-4.27892, 3.08883, -0.80121]], "atomic_forces_ev_per_a": [[-0.02, 0.00, 0.11], [-0.37, 0.14, 0.01], [-0.09, 0.01, -0.07], [0.03, 0.04, 0.07], [-0.03, -0.30, -0.11], [0.53, 0.04, 0.13], [0.01, 0.03, -0.03], [-0.02, -0.07, -0.02], [0.00, 0.00, 0.03], [-0.01, 0.02, 0.01], [0.02, 0.00, -0.01], [0.01, -0.02, 0.03], [0.01, -0.01, 0.00], [0.01, 0.00, 0.01], [-0.01, 0.01, 0.02], [0.02, -0.01, 0.00], [-0.02, -0.06, 0.01], [0.03, 0.02, 0.00], [-0.02, 0.00, -0.08], [0.00, -0.01, -0.04], [-0.01, 0.00, 0.01], [-0.01, -0.02, -0.01], [-0.05, -0.04, -0.09], [-0.03, -0.01, -0.02], [0.03, 0.11, -0.02], [0.00, 0.02, 0.00], [-0.01, 0.01, 0.01], [-0.02, 0.02, -0.03], [0.01, 0.03, 0.00], [0.00, -0.02, 0.00], [0.01, -0.03, 0.00], [-0.02, -0.02, 0.00], [-0.02, 0.00, -0.02], [0.00, 0.04, -0.04], [0.03, 0.02, 0.05], [-0.01, -0.02, -0.04], [0.00, 0.01, -0.01], [-0.01, 0.00, 0.02], [0.00, 0.00, -0.01], [0.00, 0.00, 0.00], [0.00, 0.00, 0.00], [-0.02, 0.00, 0.02], [0.00, 0.00, 0.02], [0.01, 0.02, 0.00], [-0.01, 0.00, 0.00], [0.00, 0.00, 0.01], [0.00, 0.00, 0.00], [0.00, -0.01, 0.00], [-0.01, 0.00, 0.01], [0.01, 0.01, -0.01], [0.01, -0.02, -0.01], [-0.03, 0.00, 0.05], [0.00, 0.00, 0.00], [0.01, 0.00, -0.01], [-0.01, 0.02, 0.00], [-0.01, 0.01, 0.00], [0.00, 0.00, 0.01], [-0.01, 0.00, 0.00], [-0.01, 0.00, 0.00], [0.00, 0.00, 0.00], [0.01, 0.00, 0.00], [0.00, 0.00, 0.00], [0.01, 0.00, 0.00], [0.01, 0.00, 0.00], [0.00, -0.01, -0.01], [0.01, -0.01, -0.01], [0.00, 0.00, 0.00], [0.01, 0.01, 0.00], [0.00, -0.01, 0.01], [0.01, 0.02, 0.00], [0.00, 0.00, 0.00], [0.01, 0.01, -0.01], [0.00, 0.00, 0.00], [0.00, 0.01, 0.02], [0.01, 0.00, 0.00], [0.00, -0.01, 0.00], [-0.01, 0.00, 0.03], [0.00, -0.01, 0.00], [0.01, 0.01, 0.00], [0.00, 0.00, -0.01]], "lumo_energy_ev": [2.40, 2.40], "charge": -1, "energy_ha": -5689.1691, "fmax_ha_per_bohr": 0.0107, "multiplicity": 3, "relative_energy_kj_mol": 5.5}